{"formula": "C11H31N4O5P2", "method": "ωB97M-V/def2-TZVPD", "total_charge": 1, "homo_energy_ha": -0.35625, "species": ["O", "P", "O", "O", "C", "N", "C", "C", "O", "C", "C", "H", "H", "H", "H", "H", "H", "H", "H", "H", "H", "H", "H", "H", "O", "P", "N", "C", "C", "N", "C", "C", "N", "C", "C", "H", "H", "H", "H", "H", "H", "H", "H", "H", "H", "H", "H", "H", "H", "H", "H", "H", "H"], "positions_angstrom": [[-1.72995, 3.41797, 2.39358], [-0.79801, 3.85209, 1.27538], [-0.35754, 5.44658, 1.67208], [0.53027, 2.83570, 1.34191], [-1.80140, 3.73150, -0.30279], [-0.98598, 3.65074, -1.58407], [-0.35011, 2.28089, -1.64708], [1.22761, 2.24582, -1.71430], [1.89157, 3.46201, -1.35345], [1.37729, 4.44676, -2.29256], [-0.07371, 4.81349, -1.80348], [-0.90095, 5.98979, 1.07442], [1.32589, 3.38722, 1.48920], [-2.46490, 4.64452, -0.36818], [-2.46696, 2.83722, -0.24106], [-1.68655, 3.68202, -2.33734], [-0.69615, 1.63431, -0.79505], [-0.73036, 1.75862, -2.57195], [1.57354, 1.84992, -2.71441], [1.56550, 1.46882, -0.97099], [1.26402, 3.90062, -3.27721], [2.06641, 5.31804, -2.37736], [-0.52743, 5.46154, -2.61044], [0.02864, 5.49284, -0.91483], [-0.29492, -1.51392, -0.90157], [-0.47896, -2.62986, 0.15065], [0.41138, -1.85166, 1.39097], [1.84261, -1.61081, 1.36958], [-0.29625, -0.71652, 1.98918], [0.32124, -3.86520, -0.74439], [1.75653, -4.06375, -0.75222], [-0.17215, -3.98346, -2.12052], [-0.90993, -3.90913, 1.34524], [-2.32663, -3.86917, 1.72338], [-0.10158, -4.31253, 2.47823], [2.17518, -1.20613, 2.33025], [2.14397, -0.91566, 0.57704], [2.40873, -2.53248, 1.26168], [-0.72108, -1.00814, 2.95588], [-1.11969, -0.37529, 1.35366], [0.34864, 0.14847, 2.15349], [2.29681, -3.16221, -1.07537], [2.03674, -4.87774, -1.42549], [2.12471, -4.37463, 0.22571], [0.27748, -3.23066, -2.78054], [-1.25739, -3.85651, -2.15501], [0.04514, -4.97500, -2.52333], [-2.53842, -3.04228, 2.41252], [-2.64131, -4.80552, 2.19104], [-2.94939, -3.73298, 0.83162], [-0.15462, -3.60200, 3.31121], [0.94384, -4.45277, 2.21030], [-0.45143, -5.28149, 2.84676]], "mulliken_charge": [-0.669, 1.016, -0.493, -0.383, -0.918, 0.141, -0.247, -0.265, -0.390, -0.509, -0.273, 0.337, 0.307, 0.449, 0.472, 0.459, 0.168, 0.260, 0.383, -0.016, 0.325, 0.387, 0.292, 0.157, -0.821, 0.725, 0.439, -1.135, -1.470, 0.170, -0.972, -1.001, 0.051, -0.977, -0.800, 0.487, 0.192, 0.346, 0.244, 0.437, 0.424, 0.311, 0.372, 0.214, 0.280, 0.327, 0.355, 0.316, 0.343, 0.340, 0.262, 0.194, 0.357]}

{"formula": "C5H22O8", "method": "ωB97M-V/def2-TZVPD", "total_charge": 0, "homo_energy_ha": -0.35570, "relative_energy_kcal_mol": 59.1, "smiles": "C=C/C=C/CO.O.O.O.O.O.O.O", "species": ["C", "C", "C", "C", "C", "O", "H", "H", "H", "H", "H", "H", "H", "H", "O", "H", "H", "O", "H", "H", "O", "H", "H", "O", "H", "H", "O", "H", "H", "O", "H", "H", "O", "H", "H"], "positions_angstrom": [[3.14088, -0.13722, -1.63077], [2.02447, -0.43836, -2.30199], [1.22856, -1.56068, -1.78823], [0.28505, -1.55310, -0.85888], [-0.49098, -2.78119, -0.45608], [-1.28316, -2.59597, 0.71599], [3.31569, -0.29459, -0.57521], [3.91023, 0.51087, -2.04612], [1.98411, 0.04513, -3.26877], [1.41088, -2.48792, -2.32367], [0.08204, -0.62623, -0.32745], [0.22953, -3.58766, -0.30348], [-1.24214, -3.05058, -1.19292], [-0.70987, -2.44641, 1.47413], [-3.03394, 0.65670, 0.40082], [-2.39730, 0.61352, -0.32419], [-3.80200, 0.24235, -0.01089], [2.95604, 2.22859, 0.93669], [3.66799, 2.75592, 0.55605], [3.50683, 1.50440, 1.26077], [-3.58367, -2.32944, -1.36318], [-3.23986, -2.17532, -2.24156], [-2.86923, -2.36840, -0.71862], [-0.92725, -1.02617, 3.22107], [-1.17929, -0.41748, 2.51905], [-1.69949, -0.90937, 3.78196], [-1.76236, 1.71914, 3.01429], [-1.19211, 2.43807, 2.74906], [-2.15742, 1.38741, 2.20081], [-0.08916, 2.29239, 0.79123], [0.64377, 2.16923, 0.18513], [-0.54776, 1.45465, 0.87037], [1.37952, 3.50837, -1.32621], [1.92166, 3.52058, -0.53312], [0.51971, 3.73877, -1.08607]], "mulliken_charge": [-0.608, -0.479, -0.327, 0.231, -0.712, -0.537, 0.203, 0.266, 0.320, 0.302, 0.377, 0.331, 0.285, 0.305, -0.577, 0.300, 0.309, -0.574, 0.304, 0.272, -0.640, 0.314, 0.367, -0.648, 0.402, 0.323, -0.621, 0.307, 0.259, -0.706, 0.330, 0.315, -0.643, 0.347, 0.303]}

{"formula": "C4H6IN2", "method": "ωB97M-V/def2-TZVPD", "total_charge": 1, "multiplicity": 3, "homo_energy_ha": [-0.44373, -0.49189], "relative_energy_kcal_mol": 0.0, "species": ["C", "C", "C", "C", "N", "N", "I", "H", "H", "H", "H", "H", "H"], "positions_angstrom": [[-1.17788, -0.56768, 0.00393], [0.95961, -1.60737, 0.00402], [-0.75379, 0.65619, 0.00069], [-0.51692, 2.04072, 0.02140], [-0.39076, -1.70843, 0.00240], [1.46337, -0.44244, 0.01302], [3.29801, 0.29079, -0.00658], [-2.24993, -0.75831, -0.00195], [1.49983, -2.55068, -0.00395], [-1.19869, 2.56013, -0.66394], [-0.58399, 2.46074, 1.02689], [0.48846, 2.24122, -0.37857], [-0.83731, -2.61488, -0.01735]], "mulliken_spin": [0.260, -0.135, 0.944, -0.025, 0.349, 0.288, 0.114, 0.070, 0.003, 0.054, 0.042, 0.056, -0.021]}

| no. | electronic energy (Eh) |
| --- | --- |
| 1 | -1715.2964 |
| 2 | -805.5375 |
| 3 | -562.7912 |